{
  "formula": "C4H8S2",
  "method": "ωB97M-V/def2-TZVPD",
  "relative_energy_kj_mol": 88.4,
  "lumo_ev": 0.759,
  "smiles": "C[C@@]1(CS)CS1",
  "gap_ev": 9.63,
  "charge": 0,
  "energy_ev": -25947.497,
  "homo_ev": -8.9,
  "species": ["C", "C", "C", "S", "C", "S", "H", "H", "H", "H", "H", "H", "H", "H"],
  "positions_angstrom": [[-0.24276, 1.25029, -0.88814], [-0.36343, -0.10951, -0.18366], [0.90160, -0.59638, 0.54935], [2.25141, -0.74859, -0.65285], [-1.64195, -0.33463, 0.58005], [-1.42381, -1.31154, -0.96414], [-1.05945, 1.33553, -1.63448], [0.72268, 1.27337, -1.35576], [-0.21683, 2.09358, -0.14559], [1.22265, 0.15045, 1.30855], [0.74813, -1.52650, 1.11087], [3.17386, -0.87533, 0.29568], [-1.63106, -1.02691, 1.42600], [-2.44105, 0.42618, 0.55412]]
}